The following is a quantum chemistry calculation of a 14-piece molecular cluster, C40H108O38S14 overall at a distorted geometry, from the OMol25 dataset.

Structure (ORCA input):
```
! RIJCOSX wB97M-V def2-TZVPD def2/J DEFGRID3
* xyz 0 1
S -1.4672 -4.9286 -4.9099
S 2.6817 2.4812 1.3592
S -0.7099 -1.0548 0.1155
S 4.1287 -5.6610 -4.1385
S 4.9324 -0.0735 8.7076
S -0.8575 -4.5443 4.4946
S -6.0734 -2.5612 0.9425
S 0.9864 2.9308 -3.3066
S -0.6177 4.9669 5.4023
S 6.2744 -1.2487 2.1981
S -3.5530 3.3945 -1.0666
S -4.3852 1.6314 4.5882
S 3.2697 0.8185 -6.9696
S -6.0443 0.8509 -4.9448
O 5.9974 -0.6908 7.9491
O -6.8216 0.2189 -5.9697
O -2.3294 -3.6969 -5.5336
O -1.0828 -4.3972 -3.6300
O 4.5961 -0.6267 9.9939
O 3.5923 -0.0579 7.7818
O -4.6261 0.4985 5.4324
O -5.9090 -3.6382 1.8876
O 3.5073 -4.2608 -3.5836
O 1.9058 2.6933 -4.3916
O -6.2313 0.5443 -3.5674
O 7.4646 -0.5001 3.0646
O -5.2753 -2.9675 -0.4071
O 3.8563 -0.0970 -7.9143
O -0.9939 -2.3857 0.6036
O 2.0689 3.6995 0.8782
O -1.9511 3.3173 -0.8664
O 0.4301 -0.4895 1.1217
O -5.5279 2.7138 4.8083
O -4.4752 0.6529 -5.3144
O -0.4148 -5.2976 -5.8392
O -1.6573 0.0196 -0.0400
O 0.1648 5.9039 6.2786
O 6.0804 -0.4417 1.0191
O 2.5515 1.9731 -7.4230
O 2.2752 -0.0190 -5.9855
O 0.7943 1.9232 -2.2793
O 2.2271 1.7984 2.5403
O 4.2973 2.7521 1.5777
O -0.3280 -3.4141 5.3505
O -4.0281 4.2541 0.0087
O 6.5667 -2.6563 2.1684
O -3.7985 3.6661 -2.4526
O -0.4224 3.4102 -3.9951
O -5.7292 -1.1917 1.2619
O 3.6795 -6.7564 -3.3311
O -3.1074 2.2882 4.6591
O 5.5335 -5.4427 -4.3856
C -2.2331 -3.8015 3.5217
C -2.4375 0.6626 -4.0458
C 2.1866 -4.3475 -3.0103
C -5.3316 4.0896 4.4755
C 2.1739 -4.2490 -1.4924
C -0.7930 3.4678 6.4354
C 2.8635 1.4479 -0.0492
C 3.6636 -0.2480 6.3577
C -2.7923 -6.1640 -4.8316
C 1.0218 -1.8850 -5.3996
C -2.1456 -3.3848 -6.9576
C -3.2208 -2.8023 -1.7132
C 4.4722 1.4299 -5.8052
C 2.3541 -1.4560 -5.9524
C 7.8648 0.1103 5.3083
C -1.6517 -5.8017 5.6259
C 0.5594 4.2211 4.2451
C 6.3154 2.9849 2.7718
C -0.7671 0.2997 3.0357
C -3.8843 -2.5570 -0.3818
C 4.7908 3.0181 2.9018
C 1.4912 4.4125 -2.4067
C 7.8305 -1.0943 4.3455
C -2.8412 -4.3389 -7.9219
C -1.1553 4.9053 0.7856
C 3.2848 -5.7044 -5.7488
C 5.1933 1.7295 8.8082
C 0.2883 -0.7061 2.5593
C -5.9798 4.9549 5.5299
C 4.9343 -0.9078 3.3262
C -1.3396 3.4600 0.4374
C -7.7131 -2.5515 0.2962
C 2.5274 0.5426 5.7592
C 0.2427 -1.2701 -1.3860
C -3.6223 -0.1512 -4.4917
C -6.0839 2.6308 -5.2238
C -4.7632 1.2070 2.8575
C 0.1139 4.9912 -5.7494
C -3.9648 1.6481 -0.7336
C -0.3951 3.6002 -5.4319
H -5.8489 2.8074 -6.2706
H 6.8497 3.0340 3.7270
H -4.2910 4.3803 4.3234
H 5.3034 0.0108 3.7751
H 2.1166 4.0747 -1.5843
H 7.8742 -0.1038 6.3756
H -0.3784 2.9795 0.2587
H -2.7067 -2.4496 -6.9888
H -5.0241 1.4977 -0.9209
H 8.7083 0.7788 5.1325
H -7.0243 4.7627 5.7851
H -3.3674 -1.0544 -5.0609
H 2.3089 -6.1500 -5.5412
H -7.6842 -2.0287 -0.6569
H 3.0534 -4.6915 -6.0654
H -1.8088 0.9346 -4.8894
H -3.3356 1.0857 -1.4133
H -3.4621 -3.1650 0.4159
H -1.1021 -3.1548 -7.1449
H 3.5997 -1.3226 6.1859
H 1.1929 5.1539 -5.7361
H -0.1336 5.2257 -6.7907
H 2.4632 -1.8590 -6.9617
H 5.6162 2.0407 7.8527
H -3.8710 -2.5215 -2.5460
H -3.3630 -5.9310 -5.7279
H -1.8780 0.0351 -3.3459
H 0.9623 -1.5272 -4.3676
H 4.0110 -0.7348 2.7780
H 0.0848 -1.7397 2.8255
H 0.9973 5.0133 3.6350
H -5.8082 0.9090 2.9045
H 3.1023 2.0599 -0.9098
H 3.5562 0.6316 0.1323
H -1.9440 2.9039 1.1582
H -1.1493 2.7637 5.6835
H -1.7588 -0.0333 2.7201
H -5.8743 5.9890 5.2028
H 3.2064 -1.7687 -5.3456
H 2.3921 -3.2268 -1.1779
H 2.9812 -4.8345 -1.0479
H 3.8049 -6.3241 -6.4706
H 4.4077 3.9790 3.2463
H 6.6672 3.9191 2.3342
H 6.6357 2.0492 2.3227
H 1.3072 -1.2476 -1.1888
H -7.1436 2.8607 -5.1056
H -2.2810 -2.2862 -1.8884
H -2.6216 -6.1509 5.2712
H 4.4639 2.2603 3.6175
H -8.1230 -3.5450 0.1235
H -0.1543 -2.1246 -1.9350
H -2.9630 -3.2994 4.1620
H -0.4946 5.0591 1.6417
H -0.3507 5.7647 -5.1373
H -3.8390 -1.4779 -0.2321
H 1.8226 1.1169 -0.1092
H -3.4393 -5.9941 -3.9756
H -0.7330 0.4349 4.1164
H -0.6391 5.4369 -0.0201
H 0.2190 -1.4313 -5.9774
H -0.9416 -6.6188 5.5329
H -1.9116 -3.0916 2.7668
H -5.4141 3.1532 -4.5486
H 8.8011 -1.5128 4.0925
H 5.8742 1.9593 9.6216
H -4.1594 0.4356 2.3919
H 1.5671 0.2047 6.1539
H 6.9626 0.6812 5.0786
H 1.3920 3.8480 4.8424
H -2.4345 -7.1865 -4.9092
H 4.5857 0.1068 5.8922
H -3.9086 -4.1772 -8.0471
H 1.6280 -3.4875 -3.3739
H 0.0909 3.4919 3.5876
H 0.1432 3.1094 6.8601
H -2.8093 1.5102 -3.4706
H 0.1761 2.8614 -5.9916
H 2.0121 5.0615 -3.1053
H 3.9629 1.7342 -4.9002
H 2.5155 0.2953 4.6957
H -2.9713 -3.8520 -1.8787
H -5.5396 4.7711 6.5141
H -2.7810 -5.3767 -7.5867
H -1.4592 3.5343 -5.6562
H 5.3645 0.8072 -5.7464
H -2.0472 5.5038 0.9626
H -2.7950 -4.6635 3.1520
H -3.6428 1.5667 0.2995
H -5.7888 4.2636 3.4951
H -1.7539 -5.3817 6.6217
H 1.6610 -5.2471 -3.3247
H 4.7998 -1.7036 4.0524
H -0.0309 -0.4740 -2.0839
H 2.5935 1.6110 5.9542
H 4.9089 2.2686 -6.3559
H -8.3552 -2.0724 1.0322
H -4.1722 -0.6649 -3.6959
H 4.2364 2.2411 8.8737
H -0.6821 1.2796 2.5657
H 1.2711 -0.3781 2.8862
H -4.6861 2.1412 2.2990
H 0.6134 4.9018 -1.9910
H 1.2430 -4.5472 -1.0128
H -1.4981 3.6923 7.2297
H -2.2555 -4.2832 -8.8388
H 7.0772 -1.8110 4.6645
H 0.9439 -2.9740 -5.3737
*
```

Gap between HOMO and LUMO   8.680 eV
HOMO   -0.32163 hartree
E_tot   -272721.320 eV
Energy above the lowest of the compared OMol25 structures with the same formula, charge and spin   0.0000 eV

Löwdin population analysis, charges in e, atoms 1 to 5:
1 S 0.62
2 S 0.63
3 S 0.63
4 S 0.62
5 S 0.63